Run 1
{"formula": "C23H24N4O2S2", "method": "the ωB97M-V functional and the def2-TZVPD basis", "elements": ["C", "C", "C", "H", "H", "S", "C", "N", "N", "C", "N", "C", "O", "C", "C", "N", "S", "C", "C", "C", "H", "H", "C", "C", "H", "H", "H", "C", "H", "H", "H", "O", "C", "H", "H", "C", "H", "H", "C", "C", "C", "C", "C", "C", "C", "H", "H", "H", "H", "H", "H", "H", "H", "H", "H"], "positions_angstrom": [[6.1897, -0.5966, 0.5360], [5.8216, 0.7640, 0.2854], [4.9785, 1.1694, -0.9441], [4.9924, 0.4508, -1.6782], [5.6148, 2.3092, -1.4328], [3.5689, 1.6931, -0.3708], [2.9399, 0.0721, -0.1818], [3.2823, -0.9845, -0.8431], [2.4298, -2.0061, -0.6191], [1.3310, -1.4434, 0.0394], [0.1472, -2.2940, 0.2746], [-0.8595, -1.4822, 0.7722], [-1.8715, -1.8051, 1.1984], [-0.7061, -0.0887, 1.1424], [0.4953, 0.6910, 0.6136], [1.6086, -0.1972, 0.2556], [0.5541, 2.4276, 1.0593], [-1.0255, 2.1986, 1.6961], [-1.7318, 0.9271, 1.6145], [-2.9066, 0.5490, 2.2879], [-3.3836, -0.1031, 1.5713], [-2.7374, 0.1226, 3.2946], [-3.8241, 1.8203, 2.1890], [-4.9439, 1.6309, 3.1901], [-5.7034, 0.9077, 2.5425], [-4.7730, 1.6976, 4.1472], [-5.5640, 2.8123, 3.0994], [-4.3425, 2.1494, 0.6799], [-4.5769, 3.1749, 0.7852], [-4.9564, 1.5095, 0.5272], [-3.4575, 2.1597, -0.0118], [-3.0321, 3.1084, 2.6565], [-1.9217, 3.3687, 2.0858], [-1.2281, 4.1126, 2.8059], [-2.0607, 4.0783, 1.2216], [-0.1576, -3.6129, -0.2030], [0.8891, -3.7953, -0.4426], [-0.5676, -4.1780, 0.7724], [-0.8039, -3.4029, -1.5120], [-0.1378, -2.4592, -2.3744], [-0.6984, -0.9829, -2.0918], [0.0745, -0.1703, -2.8377], [1.1969, -0.2010, -3.6783], [1.6905, -1.4004, -3.7117], [0.9888, -2.5531, -3.2365], [1.2371, -3.4117, -3.0794], [2.4565, -1.5944, -4.2334], [1.5585, 0.7551, -4.0315], [-0.5353, 1.0603, -2.9798], [-1.4984, -0.8960, -1.7498], [-1.9012, -3.1241, -1.3344], [-0.8017, -4.3197, -2.0474], [6.0561, 1.5450, 0.8815], [6.7773, -0.8511, 1.4530], [5.8289, -1.3114, -0.0530]], "mulliken_charge": [-0.77, -0.31, -0.45, 0.40, 0.25, -0.19, 0.11, -0.24, -0.69, 0.54, 0.30, -0.05, -0.63, -0.32, 0.26, 0.43, -0.34, 0.44, 0.27, -0.47, 0.34, 0.28, 1.13, -1.46, 0.25, 0.63, 0.24, -1.98, 0.45, 0.89, 0.30, -0.38, -0.70, 0.31, 0.22, -1.04, 0.57, 0.31, -1.05, 0.82, -1.68, -0.16, -0.73, -0.88, -1.04, 0.74, 0.84, 0.45, -0.01, 1.89, 0.26, 0.62, 0.43, 0.22, 0.40], "multiplicity": 1}



Run 2
{"formula": "C23H24N4O2S2", "method": "the ωB97M-V functional and the def2-TZVPD basis", "elements": ["C", "C", "C", "S", "C", "N", "N", "C", "N", "C", "C", "C", "C", "C", "C", "C", "C", "C", "O", "C", "C", "C", "S", "C", "N", "C", "O", "C", "C", "C", "C", "H", "H", "H", "H", "H", "H", "H", "H", "H", "H", "H", "H", "H", "H", "H", "H", "H", "H", "H", "H", "H", "H", "H", "H"], "positions_angstrom": [[5.3552, -3.1695, -2.6708], [4.9771, -3.8792, -1.6260], [3.7164, -3.6998, -0.8546], [2.6715, -2.3385, -1.4882], [1.4064, -2.5016, -0.3234], [1.3340, -3.3764, 0.6392], [0.2024, -3.1575, 1.3373], [-0.4091, -2.1443, 0.7946], [-1.5718, -1.5555, 1.1817], [-2.0192, -1.8288, 2.5397], [-1.4879, -0.7330, 3.4894], [-0.0804, -0.3750, 3.0976], [0.9874, -1.1912, 3.4491], [2.2539, -0.9440, 2.9507], [2.4691, 0.1196, 2.0900], [1.4171, 0.9550, 1.7553], [0.1520, 0.7110, 2.2613], [-2.1408, -0.4908, 0.4937], [-3.1694, 0.0232, 0.8840], [-1.3822, -0.0536, -0.6739], [-1.6828, 1.0374, -1.5338], [-0.7114, 1.2615, -2.4585], [0.6241, 0.1577, -2.3321], [-0.1663, -0.6171, -1.0089], [0.3043, -1.6770, -0.2955], [-0.8586, 2.4299, -3.3674], [-1.2768, 3.5677, -2.6468], [-2.3013, 3.4216, -1.6502], [-1.6847, 3.8399, -0.3100], [-3.4468, 4.3656, -2.0255], [-2.8358, 1.9761, -1.5330], [6.2846, -3.3602, -3.1782], [4.7483, -2.3684, -3.0600], [5.5967, -4.6819, -1.2458], [3.9227, -3.4705, 0.1926], [3.1043, -4.6032, -0.8846], [-3.1101, -1.8409, 2.5446], [-1.6224, -2.8072, 2.8080], [-1.5305, -1.1070, 4.5123], [-2.1286, 0.1459, 3.4064], [0.8197, -2.0402, 4.0943], [3.0712, -1.5962, 3.2200], [3.4529, 0.2984, 1.6812], [1.5799, 1.7922, 1.0911], [-0.6689, 1.3627, 1.9941], [0.0839, 2.7091, -3.8429], [-1.5923, 2.1893, -4.1575], [-1.2541, 4.8332, -0.4022], [-2.4408, 3.8483, 0.4699], [-0.8943, 3.1468, -0.0308], [-3.0769, 5.3857, -2.0759], [-4.2401, 4.3082, -1.2858], [-3.8495, 4.0985, -2.9997], [-3.4781, 1.7606, -2.3921], [-3.4234, 1.8629, -0.6238]], "mulliken_charge": [-0.81, -0.07, -0.34, -0.18, 0.25, -0.49, -0.63, 0.36, 0.07, -1.08, -1.10, 0.32, -0.21, -0.62, -0.53, -0.74, 0.00, 0.04, -0.69, -0.68, -0.08, 0.54, -0.47, 1.48, 0.50, -0.52, -0.45, 1.67, -1.42, -1.84, -1.33, 0.27, 0.14, 0.31, 0.29, 0.34, 0.42, 0.56, 0.49, 0.34, 0.36, 0.40, 0.45, 0.47, 0.47, 0.40, 0.25, 0.46, 0.37, 0.10, 0.39, 0.37, 0.41, 0.39, 0.60], "multiplicity": 1}



Name the least stable of them. run 1.



Run 1
{"formula": "C4H8N2", "method": "the ωB97M-V functional and the def2-TZVPD basis", "elements": ["C", "C", "C", "C", "N", "N", "H", "H", "H", "H", "H", "H", "H", "H"], "positions_angstrom": [[0.7688, -0.5271, -1.1687], [0.2764, 0.6466, 0.5635], [1.5403, 0.7492, -0.8719], [-1.3233, -1.2730, 0.0213], [-0.0471, -0.5506, -0.1576], [-0.2403, 1.3543, 1.4957], [0.6299, -1.3415, -1.8341], [2.6106, 0.7713, -0.4394], [1.3837, 1.6133, -1.6058], [-1.3173, -1.6580, 1.0448], [-1.3341, -2.1358, -0.7244], [-2.0815, -0.6101, -0.1881], [0.1974, 2.1507, 1.8503], [-1.0634, 0.8107, 2.0143]], "mulliken_charge": [0.12, 0.19, -0.45, -0.83, 0.19, -0.18, 0.45, 0.36, 0.36, 0.37, 0.31, 0.44, 0.29, 0.37], "multiplicity": 1, "total_charge": 2}



Run 2
{"formula": "C4H8N2", "method": "the ωB97M-V functional and the def2-TZVPD basis", "elements": ["C", "C", "C", "C", "N", "N", "H", "H", "H", "H", "H", "H", "H", "H"], "positions_angstrom": [[-1.8044, 0.4609, -0.9979], [0.6202, -0.0601, -0.3877], [-1.9355, 0.3579, 0.4346], [1.3242, -0.6113, 1.4376], [-0.6988, 0.2236, -0.3905], [1.4082, 0.0801, -1.3795], [-2.2612, 0.5803, -1.9722], [-2.0413, 1.2536, 1.0505], [-2.3938, -0.5360, 0.8664], [0.4737, -0.5054, 2.0923], [1.6545, -1.6274, 1.2591], [2.1283, 0.0969, 1.5906], [2.4037, -0.1513, -1.3037], [1.1222, 0.4382, -2.2996]], "mulliken_charge": [0.21, 0.36, -0.46, -0.78, 0.07, -0.17, 0.40, 0.31, 0.32, 0.36, 0.39, 0.39, 0.32, 0.28], "multiplicity": 1, "total_charge": 2}



Name the least stable of them. run 2.